No. 1
{
  "formula": "C4H9NO",
  "method": "ωB97M-V/def2-TZVPD",
  "e_homo_ha": -0.286,
  "de_lowest_ev": 5.5763,
  "orbital_gap_ev": 8.591,
  "total_energy_ha": -287.6275,
  "charge": 0,
  "species": ["C", "C", "C", "N", "C", "O", "H", "H", "H", "H", "H", "H", "H", "H", "H"],
  "xyz": [[-1.39423, 0.12291, 0.94012], [-0.22345, -0.40401, 0.11859], [-0.50822, -0.41893, -1.37709], [0.99542, 0.40484, 0.38252], [2.28135, 0.06545, -0.30942], [2.00373, -0.20232, 1.14201], [-2.26426, -0.52416, 0.79236], [-1.68387, 1.13102, 0.61497], [-1.17123, 0.14810, 2.01166], [0.05984, -1.40522, 0.45245], [0.41275, -0.66692, -1.91030], [-0.87823, 0.55308, -1.72489], [-1.27092, -1.17133, -1.60145], [0.81609, 1.33194, 0.76492], [2.82522, 1.03556, -0.29644]],
  "nbo_charge": [-0.630, -0.061, -0.629, -0.171, -0.161, -0.399, 0.231, 0.206, 0.221, 0.230, 0.254, 0.201, 0.219, 0.390, 0.099]
}

=====

No. 2
{
  "formula": "C4H9NO",
  "method": "ωB97M-V/def2-TZVPD",
  "e_homo_ha": -0.292,
  "de_lowest_ev": 5.2584,
  "orbital_gap_ev": 8.656,
  "total_energy_ha": -287.6392,
  "charge": 0,
  "species": ["C", "C", "C", "O", "C", "N", "H", "H", "H", "H", "H", "H", "H", "H", "H"],
  "xyz": [[1.11161, 0.40727, -1.14029], [-0.97331, 0.64698, -0.01421], [-1.47862, -0.73819, -0.09778], [-0.98881, -1.79337, 0.67776], [0.98876, 0.31000, 0.54968], [-0.21545, 0.92313, 1.09856], [1.25020, 1.44507, -1.47818], [2.05886, -0.12518, -1.22292], [0.43441, -0.07514, -1.86903], [-2.54318, -0.56795, 0.14735], [-1.49906, -1.12162, -1.11530], [-0.96690, -1.43803, 1.57711], [1.84893, 0.92301, 0.81396], [1.06287, -0.72764, 0.88465], [-0.09031, 1.93164, 1.18864]],
  "nbo_charge": [-0.662, 0.188, -0.241, -0.717, -0.232, -0.688, 0.216, 0.207, 0.228, 0.224, 0.209, 0.463, 0.218, 0.223, 0.365]
}

=====

No. 3
{
  "formula": "C4H9NO",
  "method": "ωB97M-V/def2-TZVPD",
  "e_homo_ha": -0.332,
  "de_lowest_ev": 3.4436,
  "orbital_gap_ev": 10.044,
  "total_energy_ha": -287.7059,
  "charge": 0,
  "species": ["C", "C", "C", "C", "H", "H", "H", "H", "H", "H", "H", "H", "H", "N", "O"],
  "xyz": [[-1.12621, -0.41972, -0.13456], [0.11123, -0.11576, 0.78181], [1.30164, -0.92011, 0.12556], [0.94621, 1.06550, 0.15411], [-3.11801, -0.40645, -0.66084], [-2.65008, 1.16468, -0.25091], [-1.17346, -1.48016, -0.11351], [-0.84166, -0.22108, -1.12707], [-0.27929, -0.12572, 1.79568], [0.98217, -1.91489, -0.35208], [2.15475, -0.90397, 0.80695], [1.54063, 1.59986, 0.86120], [0.23317, 1.81319, -0.22045], [-2.51467, 0.18847, -0.04299], [1.66966, 0.18698, -0.74995]],
  "nbo_charge": [-0.218, -0.277, -0.066, -0.072, 0.365, 0.364, 0.183, 0.173, 0.223, 0.190, 0.188, 0.174, 0.176, -0.868, -0.535]
}

=====

No. 4
{
  "formula": "C4H9NO",
  "method": "ωB97M-V/def2-TZVPD",
  "e_homo_ha": -0.298,
  "de_lowest_ev": 8.5144,
  "orbital_gap_ev": 4.898,
  "total_energy_ha": -287.5196,
  "charge": 0,
  "species": ["C", "N", "C", "C", "C", "O", "H", "H", "H", "H", "H", "H", "H", "H", "H"],
  "xyz": [[0.45923, 0.11444, 0.76004], [0.69719, -0.33618, -0.59912], [-1.06421, 0.03526, 0.97135], [-1.67321, -1.01185, 0.11506], [1.56611, 0.66441, -1.33997], [0.99679, 1.32198, 1.14045], [0.94093, -0.68979, 1.47904], [-1.36820, 0.99785, 0.55204], [-1.33520, 0.02386, 2.03988], [-1.78853, -2.09309, 0.47822], [-2.60421, -0.83581, -0.47328], [-0.25753, -0.96430, -0.59172], [2.10065, 0.21068, -2.16377], [1.01575, 1.51514, -1.70590], [2.31443, 1.04742, -0.66232]],
  "nbo_charge": [0.247, -0.525, -0.536, -0.201, -0.416, -0.592, 0.108, 0.229, 0.270, 0.218, 0.222, 0.330, 0.196, 0.194, 0.257]
}

=====

No. 5
{
  "formula": "C4H9NO",
  "method": "ωB97M-V/def2-TZVPD",
  "e_homo_ha": -0.299,
  "de_lowest_ev": 3.3438,
  "smiles": "CN(C)CC=O",
  "orbital_gap_ev": 8.980,
  "total_energy_ha": -287.7096,
  "charge": 0,
  "species": ["C", "N", "C", "C", "C", "O", "H", "H", "H", "H", "H", "H", "H", "H", "H"],
  "xyz": [[0.89716, 0.92307, -1.20238], [0.57104, 0.12997, -0.07245], [0.66133, -1.28741, -0.15074], [-0.55364, 0.67736, 0.75509], [-1.73122, -0.19068, 1.15070], [-2.80649, 0.22625, 1.52688], [0.13194, 0.82142, -1.98148], [1.87608, 0.61378, -1.57651], [0.96186, 1.97961, -0.90523], [1.64475, -1.55092, -0.54989], [0.56856, -1.74289, 0.84820], [-0.12916, -1.70504, -0.79107], [-0.90766, 1.66134, 0.41113], [0.35566, 0.72567, 1.39378], [-1.54022, -1.28153, 1.14396]],
  "nbo_charge": [-0.393, -0.453, -0.406, -0.424, 0.413, -0.518, 0.162, 0.201, 0.199, 0.206, 0.196, 0.162, 0.228, 0.321, 0.108]
}

=====

No. 6
{
  "formula": "C4H9NO",
  "method": "ωB97M-V/def2-TZVPD",
  "e_homo_ha": -0.295,
  "de_lowest_ev": 2.4495,
  "smiles": "C=CC(=C)N.O",
  "orbital_gap_ev": 8.884,
  "total_energy_ha": -287.7424,
  "charge": 0,
  "species": ["N", "C", "C", "C", "C", "H", "H", "H", "H", "H", "H", "H", "H", "H", "O"],
  "xyz": [[-0.33954, 1.06588, 1.66901], [-0.49023, 0.37550, 0.48528], [0.03083, 0.80966, -0.67064], [-1.76969, -1.55513, -0.44474], [-1.36666, -0.82243, 0.58230], [-0.93739, 0.84968, 2.44797], [-0.05976, 2.02964, 1.63625], [0.20970, 0.08507, -1.45287], [0.48658, 1.77670, -0.82969], [-2.71549, -2.06504, -0.55414], [-1.16018, -1.56364, -1.32652], [-1.97183, -0.89122, 1.48228], [3.93848, 0.29438, -1.42371], [2.73325, 0.02971, -0.54222], [3.41192, -0.41875, -1.05856]],
  "nbo_charge": [-0.798, 0.162, -0.552, -0.328, -0.234, 0.378, 0.384, 0.205, 0.197, 0.205, 0.188, 0.193, 0.464, 0.475, -0.940]
}

=====

No. 7
{
  "formula": "C4H9NO",
  "method": "ωB97M-V/def2-TZVPD",
  "e_homo_ha": -0.343,
  "de_lowest_ev": 1.9181,
  "smiles": "CCO/C=N\\C",
  "orbital_gap_ev": 10.236,
  "total_energy_ha": -287.7620,
  "charge": 0,
  "species": ["C", "C", "O", "C", "N", "C", "H", "H", "H", "H", "H", "H", "H", "H", "H"],
  "xyz": [[0.73195, 1.76894, -1.38061], [0.25977, 0.69198, -0.41626], [0.43090, -0.61214, -1.00497], [0.29502, -1.70890, -0.21172], [-0.17140, -1.90045, 0.94032], [-1.01732, -0.99662, 1.67982], [1.80342, 1.68448, -1.57775], [0.19810, 1.70987, -2.33381], [0.54424, 2.76152, -0.94728], [0.85008, 0.73045, 0.50701], [-0.79811, 0.85297, -0.17807], [0.58834, -2.63643, -0.69706], [-1.83642, -0.66934, 1.03019], [-0.50621, -0.11853, 2.09070], [-1.45175, -1.56637, 2.50486]],
  "nbo_charge": [-0.624, -0.070, -0.519, 0.419, -0.509, -0.446, 0.215, 0.217, 0.217, 0.177, 0.177, 0.167, 0.187, 0.189, 0.204]
}

=====

No. 8
{
  "formula": "C4H9NO",
  "method": "ωB97M-V/def2-TZVPD",
  "e_homo_ha": -0.289,
  "de_lowest_ev": 2.9727,
  "smiles": "C=CC.NC=O",
  "orbital_gap_ev": 8.734,
  "total_energy_ha": -287.7232,
  "charge": 0,
  "species": ["C", "C", "N", "C", "C", "O", "H", "H", "H", "H", "H", "H", "H", "H", "H"],
  "xyz": [[-0.37903, 0.71936, -1.43235], [-0.18877, -1.20012, 0.92763], [-1.54122, 0.35889, -1.99860], [0.47069, 0.25779, 1.26394], [1.77878, 0.49271, 1.17451], [-0.30670, 1.43710, -0.43206], [0.49654, 0.22307, -1.86413], [-2.40755, 0.64647, -1.56804], [-1.57784, -0.22332, -2.81608], [-0.09004, 0.69900, 2.08792], [-0.05174, -1.80490, 1.83088], [0.32119, -1.66915, 0.08230], [-1.26438, -1.14242, 0.75353], [2.50955, -0.26205, 0.90384], [2.23054, 1.46757, 1.08673]],
  "nbo_charge": [0.521, -0.661, -0.810, -0.090, -0.487, -0.597, 0.122, 0.404, 0.396, 0.197, 0.220, 0.200, 0.208, 0.175, 0.202]
}